This record from OMol25 describes a molecular structure, C31H36ClN6O4Ti. The level of theory is ωB97M-V with the def2-TZVPD basis set.

Results
E_LUMO (alpha / beta) ... 2.32 / 2.31 eV
Charge ... -1
Energy ... -3142.1358 Eh
2S+1 ... 3

CARTESIAN COORDINATES (ANGSTROEM)
Ti1 0.1874 -0.2442 0.0231
C1 -1.8262 2.1924 2.2628
C2 -1.2494 1.3186 3.3949
C3 0.0878 0.6669 3.0116
N1 -0.0129 -0.4134 2.0649
C4 -0.2060 -1.6881 2.5343
C5 -0.4897 -1.9580 3.8503
C6 -0.6957 -3.2061 4.5492
C7 -0.6922 -4.4856 4.0668
C8 -0.4480 -4.9034 2.7523
C9 -0.1208 -4.0918 1.6338
C10 0.0100 -2.7409 1.4596
N2 0.3976 -2.1841 0.2365
C11 1.2466 -2.9021 -0.6964
C12 0.8083 -2.7659 -2.1652
C13 0.8447 -1.3180 -2.6857
N3 -0.1677 -0.5384 -1.9865
C14 -1.3583 -0.3165 -2.4413
C15 -1.8329 -0.8160 -3.7052
C16 -2.8928 -0.4219 -4.4733
C17 -3.8436 0.5849 -4.2544
C18 -4.0219 1.2619 -3.0686
C19 -3.4104 1.1053 -1.8274
C20 -2.2740 0.3621 -1.4374
N4 -1.8983 0.1652 -0.1874
C21 -2.8869 0.2722 0.8792
C22 -3.0630 1.6281 1.5637
H1 -1.0437 2.3539 1.5141
H2 -2.0922 3.1775 2.6569
H3 -1.9689 0.5446 3.6772
H4 -1.0842 1.9374 4.2831
H5 0.6382 0.3543 3.9077
H6 0.6814 1.4625 2.5462
H7 -0.5723 -1.0950 4.4978
H8 -0.8967 -3.0923 5.6099
H9 -0.8986 -5.2732 4.7870
H10 -0.4853 -5.9695 2.5614
H11 0.0380 -4.6697 0.7285
H12 1.3283 -3.9624 -0.4496
H13 2.2687 -2.4935 -0.6222
H14 -0.2067 -3.1604 -2.2774
H15 1.4844 -3.3690 -2.7810
H16 0.7097 -1.2731 -3.7692
H17 1.8224 -0.8941 -2.4503
H18 -1.2269 -1.6093 -4.1221
H19 -2.9890 -0.9532 -5.4168
H20 -4.5154 0.8180 -5.0710
H21 -4.8168 2.0037 -3.0777
H22 -3.8743 1.6650 -1.0268
H23 -2.5985 -0.4536 1.6430
H24 -3.8589 -0.0459 0.4827
H25 -3.8536 1.4996 2.3123
H26 -3.4289 2.3695 0.8470
C23 4.6008 0.3797 -0.7959
O1 3.7870 1.5494 -0.8414
C24 2.4847 1.3970 -0.3977
O2 2.0583 0.1728 -0.2430
N5 1.6572 2.1222 -1.3381
N6 0.3223 2.1795 -0.8289
H27 5.6299 0.7326 -0.7593
H28 4.4523 -0.2196 -1.6976
H29 4.3833 -0.2244 0.0795
H30 2.0552 3.0414 -1.5049
H31 -0.3103 2.2669 -1.6135
H32 0.2278 2.9666 -0.1948
Cl1 3.2753 6.4446 5.9415
C25 3.2200 5.1483 4.7748
C26 4.0595 4.0585 4.9361
C27 4.0137 3.0357 3.9995
C28 3.1487 3.1144 2.9185
C29 2.3083 4.2093 2.7783
C30 2.3363 5.2360 3.7126
C31 3.1685 1.9684 1.9103
O3 3.8406 0.9886 2.0926
O4 2.3804 2.2204 0.8798
H33 4.7355 4.0155 5.7785
H34 4.6471 2.1640 4.0944
H35 1.6255 4.2556 1.9417
H36 1.6862 6.0944 3.6179

***

This record from OMol25 describes a molecular structure, C31H36N3Sn. The level of theory is ωB97M-V with the def2-TZVPD basis set.

Results
E_LUMO (alpha / beta) ... -3.46 / -3.46 eV
Charge ... +1
Energy ... -1581.0825 Eh
2S+1 ... 1

CARTESIAN COORDINATES (ANGSTROEM)
C1 1.5493 -2.0959 -0.3436
C2 2.0491 -1.3664 -1.4856
C3 1.0824 -1.5047 -2.5618
C4 0.0056 -2.3470 -2.0675
C5 0.2843 -2.6993 -0.6933
Sn1 0.0073 -0.1060 -0.9848
C6 -1.9037 1.6819 -2.5197
C7 -1.9796 1.1638 -1.0853
H1 -1.9089 1.9350 -0.3136
C8 -2.3639 -0.1416 -0.7233
H2 -2.6736 -0.9087 -1.4393
H3 -2.5303 -0.3795 0.3259
C9 -2.7929 2.9269 -2.5738
H4 -2.3480 3.7060 -1.9427
H5 -2.8797 3.2894 -3.6038
H6 -3.7834 2.6727 -2.1779
C10 -2.4275 0.6240 -3.5012
H7 -1.7957 -0.2766 -3.5230
H8 -3.4433 0.3172 -3.2100
H9 -2.4709 1.0224 -4.5225
C11 3.3742 -0.6969 -1.5937
H10 3.5617 -0.0282 -0.7428
H11 4.1837 -1.4441 -1.6022
H12 3.4809 -0.0942 -2.5038
C12 1.2542 -0.9857 -3.9527
H13 1.7903 -0.0238 -3.9894
H14 1.8370 -1.7166 -4.5407
H15 0.2948 -0.8362 -4.4725
C13 -1.1559 -2.8274 -2.8558
H16 -1.2783 -2.3115 -3.8166
H17 -1.0037 -3.8952 -3.0697
H18 -2.1015 -2.7448 -2.3025
C14 -0.6303 -3.5611 0.1346
H19 -1.6635 -3.4593 -0.2373
H20 -0.3474 -4.6277 0.0792
H21 -0.6697 -3.3302 1.2098
C15 2.2696 -2.1629 0.9495
H22 1.6010 -2.3276 1.8029
H23 2.9970 -2.9908 0.9084
H24 2.8350 -1.2381 1.1504
C16 0.5661 2.2596 -1.9086
C17 -0.4552 2.1388 -2.8830
C18 1.9136 2.3807 -2.3295
C19 -0.1513 2.4599 -4.2070
H25 0.3510 2.3452 -0.8251
C20 2.1945 2.7327 -3.6450
H26 2.7154 2.2401 -1.6010
C21 1.1543 2.7962 -4.5810
H27 -0.9583 2.5012 -4.9490
H28 3.2146 3.0077 -3.9325
H29 1.3542 3.1318 -5.5987
N1 0.0174 1.2453 10.3828
C22 -0.0343 0.9242 9.2678
C23 -0.0720 0.5876 7.8760
C24 -1.1776 0.9444 7.1185
C25 -1.1553 0.8499 5.7259
C26 0.0223 0.4195 5.1124
C27 1.0300 -0.1663 5.8548
C28 1.0170 -0.0155 7.2446
N2 0.1348 0.2866 3.6803
C29 -0.0775 -0.9358 3.0691
C30 -0.3594 -0.6685 1.7708
N3 -0.2305 0.6942 1.5134
C31 -0.0181 1.2470 2.6968
H30 -2.0659 1.2976 7.6303
H31 -2.0272 1.0268 5.0947
H32 1.8136 -0.7194 5.3317
H33 1.8545 -0.3677 7.8415
H34 -0.1916 -1.8421 3.6283
H35 -0.7061 -1.3154 0.9993
H36 0.0212 2.3019 3.0127

***

This record from OMol25 describes a molecular structure, C31H37IrN3O6S. The level of theory is ωB97M-V with the def2-TZVPD basis set.

Results
E_LUMO (alpha / beta) ... 1.27 / 1.18 eV
Charge ... -1
Energy ... -2321.7491 Eh
2S+1 ... 1

CARTESIAN COORDINATES (ANGSTROEM)
Ir1 -0.4886 -1.2392 1.1765
C1 4.0291 -3.9286 1.2009
C2 3.6997 -2.5308 1.7388
C3 2.3841 -2.5333 2.5081
C4 3.7823 -1.5270 0.6104
C5 5.0543 -1.0459 0.3169
C6 5.2862 -0.1560 -0.7093
C7 4.2147 0.3161 -1.4430
C8 2.9349 -0.1493 -1.2000
C9 1.7837 0.4096 -2.0091
C10 2.0124 0.2419 -3.5136
C11 1.5753 1.8778 -1.6275
C12 2.7074 -1.1158 -0.1929
N1 1.4210 -1.6693 -0.1608
C13 1.2021 -2.5670 -1.1390
O1 2.0565 -3.2307 -1.7202
C14 -0.2276 -2.5742 -1.6041
C15 -0.6590 -3.1357 -2.8030
C16 -1.9272 -2.8021 -3.2539
C17 -2.7371 -1.9476 -2.5149
C18 -2.2359 -1.4498 -1.3175
N2 -1.0180 -1.7677 -0.9232
C19 -2.8851 -0.4002 -0.4486
O2 -4.0952 -0.2693 -0.3759
N3 -1.9328 0.3440 0.1717
C20 -2.1619 1.6386 0.5671
C21 -2.8144 2.5538 -0.3041
C22 -3.1143 3.8277 0.1468
C23 -2.7475 4.2590 1.4085
C24 -2.0122 3.4108 2.2134
C25 -1.6871 2.1280 1.8094
C26 -0.8699 1.2873 2.7533
C27 -1.6532 0.9960 4.0311
C28 0.4895 1.9129 3.0727
C29 -3.1683 2.2148 -1.7352
C30 -2.5330 3.2098 -2.7114
C31 -4.6856 2.1666 -1.9229
H1 3.9901 -4.6604 2.0061
H2 5.0282 -3.9402 0.7670
H3 3.3178 -4.2122 0.4300
H4 4.4916 -2.2536 2.4512
H5 1.6033 -3.0801 1.9868
H6 2.0329 -1.5170 2.6763
H7 2.5155 -3.0022 3.4825
H8 5.8884 -1.4154 0.8991
H9 6.2910 0.1661 -0.9388
H10 4.3863 1.0349 -2.2321
H11 0.8658 -0.1214 -1.7420
H12 2.8697 0.8222 -3.8492
H13 1.1379 0.5759 -4.0708
H14 2.1915 -0.8055 -3.7470
H15 2.4752 2.4603 -1.8169
H16 1.3280 1.9376 -0.5697
H17 0.7528 2.3095 -2.1948
H18 0.0128 -3.7753 -3.3545
H19 -2.2704 -3.1833 -4.2061
H20 -3.7170 -1.6470 -2.8527
H21 -3.6439 4.5080 -0.5050
H22 -3.0145 5.2468 1.7543
H23 -1.6800 3.7532 3.1821
H24 -0.6435 0.3056 2.2506
H25 -1.7615 1.9034 4.6258
H26 -1.1369 0.2420 4.6192
H27 -2.6379 0.6053 3.7892
H28 0.3780 2.8368 3.6381
H29 1.0386 2.1254 2.1580
H30 1.0717 1.2155 3.6690
H31 -2.7604 1.2299 -1.9753
H32 -2.9528 4.2054 -2.5944
H33 -2.7142 2.8841 -3.7337
H34 -1.4587 3.2635 -2.5510
H35 -5.1376 3.1258 -1.6816
H36 -5.1017 1.4047 -1.2699
H37 -4.9283 1.9164 -2.9535
O3 -1.9203 -3.5442 3.9772
S1 -1.4589 -2.6836 2.9213
O4 -0.8846 -3.4295 1.7403
O5 -0.3322 -1.7797 3.3625
O6 -2.4926 -1.7831 2.3549

***

Calculated strongest force on any atom (hartree/bohr), listed in the same order as above: 0.025, 0.082, 0.133
Calculated relative energy (zero: lowest compared OMol25 entry of this formula, charge and spin) (eV), listed in the same order as above: 1.607, 0.000, 4.138